1.
A 2-piece molecular cluster, C16H32BF4N3O4P2 overall in a non-equilibrium geometry. Source: OMol25; level of theory: the ωB97M-V functional and the def2-TZVPD basis.

orbital gap	6.1	eV
E_HOMO	-0.3117	hartree

```
! wB97M-V def2-TZVPD RIJCOSX def2/J DEFGRID3
* xyz 0 1
C 4.127 -3.792 -0.432
C 3.699 -2.968 -1.662
C 4.513 -1.672 -1.747
C 3.935 -0.679 -2.752
C 2.760 0.152 -2.235
C 3.089 0.999 -0.997
N 1.829 1.558 -0.424
N 1.605 2.807 -0.737
C 0.492 3.318 -0.300
O 0.245 4.607 -0.642
C -0.446 2.642 0.474
C -1.690 3.339 0.904
C -0.156 1.340 0.809
C -1.142 0.568 1.627
C -2.424 0.347 0.759
C -2.440 -1.013 0.027
C -3.820 -1.648 0.004
C -4.546 -1.669 1.367
N -5.593 -0.646 1.306
C 1.051 0.790 0.328
P 1.581 -0.937 0.699
P 2.973 -0.647 2.347
O 4.353 -0.680 1.855
O 2.739 -1.808 3.391
O 2.672 0.713 3.132
H 3.408 -3.705 0.384
H 4.204 -4.855 -0.658
H 5.097 -3.470 -0.055
H 2.635 -2.760 -1.561
H 3.893 -3.563 -2.552
H 4.582 -1.259 -0.738
H 5.526 -1.958 -2.033
H 4.687 -0.025 -3.195
H 3.545 -1.270 -3.585
H 1.904 -0.501 -2.060
H 2.437 0.850 -3.009
H 3.683 1.839 -1.343
H 3.678 0.492 -0.236
H 0.047 5.074 0.181
H -1.442 4.237 1.475
H -2.247 3.672 0.025
H -2.351 2.705 1.473
H -1.426 1.172 2.487
H -0.783 -0.392 1.962
H -2.494 1.117 -0.004
H -3.279 0.489 1.417
H -1.657 -1.661 0.434
H -2.149 -0.818 -1.009
H -3.739 -2.688 -0.318
H -4.418 -1.142 -0.754
H -3.816 -1.396 2.145
H -4.961 -2.655 1.556
H -5.739 -0.200 2.205
H -5.246 0.089 0.694
H 0.485 -1.630 1.237
H 3.589 -1.966 3.829
H 3.245 1.425 2.821
B -6.075 1.950 -1.673
F -5.060 1.376 -0.846
F -5.515 3.036 -2.368
F -6.525 0.978 -2.574
F -7.125 2.388 -0.857
*
```

***

2.
A 7-piece molecular cluster, C16H32Br12O overall in a non-equilibrium geometry. Source: OMol25; level of theory: the ωB97M-V functional and the def2-TZVPD basis.

orbital gap	9.3	eV
E_HOMO	-0.3327	hartree
SMILES	C1CCOC1.BrCCBr.BrCCBr.BrCCBr.BrCCBr.BrCCBr.BrCCBr
energy above the lowest of the compared OMol25 structures with the same formula, charge and spin	2.5098	eV

```
! wB97M-V def2-TZVPD RIJCOSX def2/J DEFGRID3
* xyz 0 1
C -0.184 0.087 -0.723
C -0.163 1.241 0.240
C 0.126 0.579 1.544
O 0.940 -0.627 1.228
C 0.761 -0.928 -0.126
H 0.133 0.395 -1.719
H -1.188 -0.317 -0.849
H -1.102 1.769 0.071
H 0.581 1.962 -0.099
H -0.737 0.397 2.184
H 0.972 1.151 1.927
H 0.306 -1.917 -0.182
H 1.714 -0.985 -0.652
Br -3.996 5.273 -1.149
C -3.098 4.819 0.587
C -3.613 3.481 1.192
Br -2.494 2.834 2.700
H -3.153 5.669 1.267
H -2.039 4.732 0.342
H -3.576 2.689 0.444
H -4.641 3.568 1.544
Br 0.131 -3.138 -2.667
C 1.926 -2.663 -3.464
C 1.869 -1.938 -4.812
Br 0.660 -0.373 -4.635
H 2.517 -3.578 -3.502
H 2.301 -1.966 -2.715
H 1.488 -2.522 -5.650
H 2.827 -1.535 -5.142
Br 3.276 -0.385 3.448
C 2.176 -1.941 4.217
C 1.606 -1.540 5.599
Br 0.722 0.205 5.509
H 2.900 -2.755 4.174
H 1.343 -2.072 3.527
H 2.424 -1.498 6.318
H 0.923 -2.327 5.917
Br -1.165 -3.390 2.715
C -3.002 -2.762 3.115
C -3.084 -1.217 3.228
Br -4.941 -0.576 3.714
H -3.467 -3.379 3.883
H -3.567 -3.117 2.253
H -2.880 -0.700 2.290
H -2.426 -0.701 3.926
Br -3.060 -0.250 -2.783
C -3.060 0.462 -4.670
C -3.967 1.715 -4.707
Br -5.870 1.384 -5.144
H -3.438 -0.369 -5.265
H -2.028 0.716 -4.913
H -3.793 2.422 -5.518
H -3.963 2.299 -3.786
Br 4.448 -1.258 -1.036
C 5.485 0.073 -0.035
C 6.717 0.698 -0.919
Br 7.986 -0.750 -1.327
H 5.783 -0.517 0.832
H 4.812 0.813 0.399
H 7.297 1.357 -0.272
H 6.547 1.203 -1.869
*
```

***

3.
A 2-piece molecular cluster, C16H32Br2ClOS overall. Source: OMol25; level of theory: the ωB97M-V functional and the def2-TZVPD basis.

orbital gap	9.4	eV
E_HOMO	-0.4687	hartree

```
! wB97M-V def2-TZVPD RIJCOSX def2/J DEFGRID3
* xyz 1 1
C 5.777 0.201 0.788
C 4.425 -0.457 0.515
C 3.646 0.240 -0.616
C 2.266 0.779 -0.216
C 1.789 1.965 -1.075
C 0.279 1.988 -1.370
C -0.470 3.160 -0.731
C -1.914 3.363 -1.197
C -2.947 2.350 -0.669
C -2.923 1.016 -1.432
S -3.408 -0.487 -0.505
C -3.212 -0.200 1.211
Br -1.482 0.093 1.889
C -4.249 -0.284 2.033
C -4.129 -0.126 3.518
Br -5.983 -0.575 1.380
C -2.066 -1.672 -0.896
Cl -2.298 -1.990 -2.629
C -2.161 -2.915 -0.033
C -1.177 -3.995 -0.486
H 6.371 -0.383 1.494
H 5.661 1.210 1.197
H 6.356 0.286 -0.137
H 3.824 -0.450 1.432
H 4.612 -1.504 0.256
H 4.235 1.079 -1.006
H 3.522 -0.458 -1.452
H 2.306 1.074 0.841
H 1.524 -0.031 -0.279
H 2.346 1.964 -2.016
H 2.055 2.896 -0.563
H -0.142 1.044 -1.010
H 0.103 2.017 -2.454
H -0.461 3.055 0.363
H 0.090 4.075 -0.952
H -2.256 4.350 -0.875
H -1.943 3.377 -2.294
H -2.792 2.191 0.400
H -3.947 2.776 -0.775
H -1.956 0.802 -1.885
H -3.672 1.009 -2.226
H -3.365 -0.804 3.907
H -3.808 0.895 3.751
H -5.076 -0.319 4.014
H -1.113 -1.150 -0.790
H -1.928 -2.613 0.991
H -3.190 -3.289 -0.055
H -0.198 -3.570 -0.724
H -1.038 -4.719 0.317
H -1.540 -4.525 -1.367
O 5.158 -3.864 0.743
H 4.626 -4.464 1.275
H 5.876 -4.409 0.404
*
```

***

4.
C16H32CeNO2P2Si as an isolated structure in a non-equilibrium geometry. Source: OMol25; level of theory: the ωB97M-V functional and the def2-TZVPD basis.

orbital gap (spin up / spin down)	6.3 / 6.3	eV
<S²>	0.75
E_HOMO (spin up / spin down)	-0.5075 / -0.5061	hartree
energy above the lowest of the compared OMol25 structures with the same formula, charge and spin	0.0000	eV

```
! wB97M-V def2-TZVPD RIJCOSX def2/J DEFGRID3
* xyz 2 2
Ce 0.294 -1.337 0.168
P -2.505 0.185 -0.262
C -2.023 0.342 -2.058
C -0.686 0.793 -2.600
N 0.442 0.427 -1.942
C 1.629 0.853 -2.434
C 1.726 1.583 -3.613
C 0.587 1.861 -4.365
C -0.635 1.432 -3.849
C 2.919 0.631 -1.656
P 2.922 -0.903 -0.622
H -1.544 1.589 -4.426
H 2.716 1.908 -3.901
H 0.670 2.417 -5.295
H 3.787 0.583 -2.338
H 3.066 1.465 -0.942
H -2.246 -0.646 -2.522
H -2.793 1.062 -2.403
H -1.267 -2.830 -3.000
O -2.056 -2.826 -3.554
H -1.753 -2.344 -4.346
H -1.030 -2.377 0.800
O 0.300 -2.953 -1.140
H 0.214 -3.848 -1.517
C 3.379 -2.164 -1.878
H 4.375 -1.905 -2.270
H 3.386 -3.160 -1.407
H 2.651 -2.186 -2.702
C 4.400 -0.736 0.398
H 4.411 -1.572 1.111
H 5.289 -0.749 -0.246
H 4.351 0.197 0.972
C -3.438 1.692 -0.077
H -4.339 1.524 -0.689
H -3.621 1.865 0.994
H -2.803 2.491 -0.488
C -3.652 -1.206 -0.360
H -3.868 -1.607 0.639
H -4.544 -0.755 -0.822
H -3.238 -1.995 -1.013
C 1.179 0.067 4.658
Si -0.414 0.803 3.993
C -1.758 0.212 5.158
C -0.194 2.624 4.383
C -0.843 0.341 2.202
C -1.477 0.128 1.123
H 1.143 0.028 5.757
H 2.049 0.679 4.389
H 1.336 -0.952 4.294
H -1.412 0.306 6.196
H -2.675 0.801 5.055
H -1.991 -0.840 4.975
H 0.758 3.007 3.994
H -1.009 3.250 4.002
H -0.165 2.747 5.476
*
```

***

5.
A 9-piece molecular cluster, C16H32Cl16O5S overall in a non-equilibrium geometry. Source: OMol25; level of theory: the ωB97M-V functional and the def2-TZVPD basis.

orbital gap	10.3	eV
E_HOMO	-0.3714	hartree

```
! wB97M-V def2-TZVPD RIJCOSX def2/J DEFGRID3
* xyz 0 1
C 3.148 -4.753 1.864
C 1.915 -4.998 2.923
C 0.659 -3.910 2.732
C 1.163 -2.510 3.419
O -0.507 -4.538 3.370
S -1.669 -3.399 3.877
O -2.236 -2.571 2.657
O -2.923 -4.342 4.583
C -3.735 -5.019 3.561
C -5.285 -4.425 3.746
O -5.810 -3.790 2.527
C -7.207 -4.197 2.250
C -8.445 -3.090 2.074
O -7.584 -5.494 2.090
H 3.773 -5.764 1.819
H 3.836 -3.912 2.333
H 2.670 -4.457 0.837
H 1.426 -6.058 2.686
H 2.265 -5.071 4.054
H 0.557 -3.778 1.556
H 1.404 -2.593 4.576
H 0.475 -1.579 3.212
H 2.210 -2.248 2.907
H -3.830 -6.178 3.828
H -3.335 -4.929 2.465
H -5.969 -5.289 4.178
H -5.265 -3.578 4.584
H -7.977 -2.087 1.684
H -9.212 -3.495 1.269
H -9.030 -2.925 3.083
C -4.511 -0.302 2.512
Cl -4.590 1.166 1.530
Cl -5.790 -0.319 3.733
H -4.628 -1.172 1.862
H -3.541 -0.343 3.013
C 1.747 1.676 2.713
Cl 0.125 0.974 2.743
Cl 2.575 1.431 4.256
H 2.327 1.201 1.919
H 1.666 2.749 2.520
C 3.847 4.189 0.088
Cl 2.225 3.486 0.118
Cl 4.675 3.943 1.631
H 4.427 3.713 -0.706
H 3.766 5.261 -0.105
C 1.245 3.991 -3.427
Cl 1.827 2.331 -3.606
Cl 2.592 5.124 -3.262
H 0.660 4.260 -4.311
H 0.616 4.053 -2.536
C 0.449 5.815 2.462
Cl -0.624 5.958 3.859
Cl 2.044 5.222 2.943
H 0.010 5.116 1.746
H 0.561 6.798 1.997
C 2.368 0.622 -6.657
Cl 0.746 -0.080 -6.679
Cl 2.906 1.030 -8.291
H 2.356 1.530 -6.049
H 3.063 -0.102 -6.225
C 1.915 0.960 -12.187
Cl 1.996 0.734 -13.938
Cl 2.817 2.396 -11.689
H 0.869 1.077 -11.892
H 2.342 0.083 -11.695
C 6.014 7.271 -3.104
Cl 5.658 6.336 -1.646
Cl 4.669 8.340 -3.519
H 6.908 7.875 -2.929
H 6.191 6.582 -3.934
*
```

***

6.
A 6-piece molecular cluster, C16H32Cl2O15 overall in a non-equilibrium geometry. Source: OMol25; level of theory: the ωB97M-V functional and the def2-TZVPD basis.

orbital gap	11.1	eV
E_HOMO	-0.3891	hartree
SMILES	COC(=O)OC.COC(=O)OC.COC(=O)OC.COC(=O)OC.COC(=O)OC.ClCCl
energy above the lowest of the compared OMol25 structures with the same formula, charge and spin	2.1149	eV

```
! wB97M-V def2-TZVPD RIJCOSX def2/J DEFGRID3
* xyz 0 1
C 0.668 -4.891 0.553
O -0.366 -4.623 -0.453
C -0.769 -5.580 -1.295
O -0.557 -6.828 -1.240
O -1.421 -4.960 -2.276
C -1.810 -5.686 -3.407
H 0.797 -4.030 1.209
H 1.588 -5.200 0.057
H 0.398 -5.732 1.192
H -2.072 -6.728 -3.225
H -0.877 -5.759 -3.966
H -2.629 -5.296 -4.011
C 0.910 -0.925 4.361
O 1.911 -0.006 3.928
C 2.634 -0.223 2.783
O 2.731 -1.273 2.232
O 3.334 0.881 2.490
C 4.235 0.908 1.452
H 1.051 -0.929 5.442
H 1.085 -1.917 3.944
H -0.071 -0.550 4.069
H 5.065 0.218 1.606
H 4.589 1.911 1.213
H 3.709 0.568 0.560
C -1.621 2.296 -1.661
O -1.109 3.317 -2.466
C -1.410 3.357 -3.774
O -2.183 2.687 -4.380
O -0.736 4.334 -4.249
C -0.805 4.641 -5.677
H -1.016 2.336 -0.755
H -1.632 1.292 -2.086
H -2.646 2.511 -1.360
H -0.463 5.675 -5.712
H -1.791 4.521 -6.126
H -0.132 3.906 -6.117
C 2.928 3.843 -0.690
O 3.168 2.913 -1.697
C 2.534 1.737 -1.809
O 1.769 1.310 -0.964
O 2.872 1.030 -2.929
C 2.106 -0.069 -3.409
H 2.956 4.906 -0.926
H 3.651 3.772 0.123
H 2.018 3.697 -0.107
H 1.093 0.141 -3.753
H 2.109 -0.867 -2.666
H 2.660 -0.480 -4.253
C -2.805 0.819 6.514
O -2.346 0.660 5.151
C -3.229 0.905 4.194
O -4.364 1.370 4.440
O -2.615 0.718 3.038
C -3.294 0.820 1.841
H -2.670 1.820 6.922
H -2.221 0.089 7.075
H -3.791 0.404 6.725
H -3.729 1.819 1.795
H -4.098 0.110 1.648
H -2.524 0.757 1.072
Cl -0.496 -1.258 -1.675
C -0.011 -1.253 0.010
Cl -1.276 -1.845 1.095
H 0.854 -1.896 0.172
H 0.164 -0.196 0.208
*
```

***

7.
A 3-piece molecular cluster, C16H32ClN3O4S2 overall in a non-equilibrium geometry. Source: OMol25; level of theory: the ωB97M-V functional and the def2-TZVPD basis.

orbital gap	8.1	eV
E_HOMO	-0.2908	hartree
SMILES	CCN(CC)C(=S)SCCC[C@H](Cl)OC=O.CNC(C)=O.CNC(C)=O

```
! wB97M-V def2-TZVPD RIJCOSX def2/J DEFGRID3
* xyz 0 1
C 2.665 -0.840 0.365
C 3.333 -1.158 -1.002
N 2.449 -0.760 -2.119
C 2.573 0.626 -2.602
C 3.424 1.573 -1.750
C 2.548 -1.698 -3.188
S 3.970 -2.053 -3.933
S 1.111 -2.579 -3.736
C -0.245 -1.355 -3.664
C -0.661 -1.031 -2.207
C -1.240 0.381 -2.107
C -1.997 0.687 -0.816
Cl -0.912 1.464 0.423
O -2.655 -0.459 -0.268
C -2.098 -1.000 0.870
O -1.291 -1.871 0.824
H 1.645 -0.506 0.160
H 3.176 -0.014 0.861
H 2.601 -1.703 1.010
H 3.410 -2.244 -1.049
H 4.358 -0.788 -1.074
H 1.570 1.058 -2.709
H 2.989 0.617 -3.615
H 3.351 1.417 -0.678
H 4.457 1.538 -2.096
H 3.082 2.592 -1.950
H 0.066 -0.458 -4.201
H -1.070 -1.814 -4.208
H -1.418 -1.762 -1.919
H 0.185 -1.192 -1.542
H -0.429 1.105 -2.195
H -1.916 0.553 -2.949
H -2.766 1.428 -1.030
H -2.496 -0.692 1.842
C -5.337 6.354 -0.061
N -4.446 5.458 -0.775
C -4.445 4.102 -0.781
C -5.489 3.397 0.049
O -3.619 3.488 -1.442
H -5.862 6.993 -0.773
H -4.758 6.987 0.613
H -6.067 5.800 0.518
H -3.723 5.862 -1.349
H -5.357 2.325 -0.061
H -5.381 3.657 1.102
H -6.492 3.661 -0.290
C 3.241 -4.819 5.606
N 3.430 -3.713 4.686
C 2.500 -3.093 3.911
C 1.078 -3.591 3.990
O 2.820 -2.168 3.181
H 3.537 -4.515 6.612
H 3.864 -5.662 5.301
H 2.205 -5.137 5.625
H 4.356 -3.331 4.583
H 0.465 -2.999 3.317
H 1.020 -4.637 3.687
H 0.690 -3.484 5.004
*
```

***

8.
C16H32CoN4OSSi as an isolated structure in a non-equilibrium geometry. Source: OMol25; level of theory: the ωB97M-V functional and the def2-TZVPD basis.

orbital gap (spin up / spin down)	9.1 / 6.2	eV
<S²>	6.02
E_HOMO (spin up / spin down)	-0.4152 / -0.4077	hartree
energy above the lowest of the compared OMol25 structures with the same formula, charge and spin	0.3375	eV

```
! wB97M-V def2-TZVPD RIJCOSX def2/J DEFGRID3
* xyz 1 5
Co -0.522 0.305 0.720
C -3.037 -2.261 -0.575
C -1.642 -2.175 -1.100
C -1.200 -2.929 -2.180
C 0.135 -2.852 -2.567
C 1.011 -2.055 -1.867
C 0.515 -1.306 -0.788
N -0.803 -1.361 -0.461
N 1.195 -0.459 -0.002
Si 2.735 -0.883 0.729
C 2.757 -2.774 0.998
C 4.187 -0.447 -0.427
C 2.744 0.112 2.348
H -3.183 -3.229 -0.094
H -3.777 -2.184 -1.368
H -3.199 -1.484 0.171
H -1.884 -3.570 -2.709
H 0.490 -3.445 -3.396
H 2.051 -1.972 -2.128
H 2.832 -3.305 0.054
H 1.858 -3.122 1.497
H 3.605 -3.071 1.606
H 4.152 -1.019 -1.347
H 5.121 -0.689 0.066
H 4.213 0.605 -0.684
H 1.774 0.061 2.835
H 2.977 1.157 2.175
H 3.484 -0.277 3.038
C -0.954 1.215 4.694
C -1.203 1.683 3.251
C -2.673 2.115 3.084
C -0.275 2.875 2.931
O -0.940 0.645 2.377
H -1.132 2.037 5.378
H 0.074 0.881 4.803
H -1.617 0.392 4.942
H -2.926 2.875 3.815
H -3.324 1.256 3.229
H -2.830 2.513 2.084
H -0.651 3.772 3.414
H -0.246 3.038 1.852
H 0.732 2.673 3.287
C -2.105 0.026 -4.243
N -2.042 0.474 -2.869
C -1.091 1.259 -2.356
S -1.336 1.921 -0.794
N -0.026 1.577 -3.083
C 1.084 2.385 -2.641
H -3.012 -0.553 -4.384
H -1.251 -0.609 -4.493
H -2.138 0.877 -4.929
H -2.830 0.278 -2.270
H 0.027 1.249 -4.038
H 0.923 2.686 -1.606
H 1.166 3.277 -3.265
H 2.009 1.810 -2.714
*
```

***

Number 1: molecular weight 479.201 g/mol. Number 2: molecular weight 1199.279 g/mol. Number 3: molecular weight 467.759 g/mol. Number 4: molecular weight 500.587 g/mol. Number 5: molecular weight 903.742 g/mol. Number 6: molecular weight 535.323 g/mol. Number 7: molecular weight 430.036 g/mol. Number 8: molecular weight 415.545 g/mol.